Density functional theory data (the ωB97M-V functional and the def2-TZVPD basis) for a 2-piece molecular cluster, C4H12N4 overall.

HOMO level   -8.86 eV
Orbital gap   9.90 eV
SMILES string   C=NN(N)N.C=CC
Energy   -378.48961 Ha
E_LUMO   1.04 eV

Bonds (Å) are listed after each position.
CARTESIAN COORDINATES (ANGSTROEM)
1 C 1.19 1.64 -0.95  N2 1.264, H6 1.092, H7 1.079
2 N 0.56 1.95 0.10  C1 1.264, N3 1.408
3 N -0.69 1.42 0.47  N2 1.408, N4 1.388, N5 1.395
4 N -1.47 0.66 -0.39  N3 1.388, H8 1.015, H9 1.022
5 N -1.45 2.38 1.13  N3 1.395, H10 1.018, H11 1.020
6 H 0.89 0.86 -1.65  C1 1.092
7 H 2.12 2.16 -1.15  C1 1.079
8 H -1.11 -0.29 -0.46  N4 1.015
9 H -1.57 1.07 -1.32  N4 1.022
10 H -0.93 2.66 1.96  N5 1.018
11 H -1.59 3.22 0.56  N5 1.020
12 C -0.52 -2.56 -0.60  C13 1.323, H15 1.079, H16 1.078
13 C 0.63 -1.97 -0.33  C12 1.323, C14 1.492, H17 1.084
14 C 1.06 -1.53 1.03  C13 1.492, H18 1.090, H19 1.090, H20 1.088
15 H -1.23 -2.79 0.17  C12 1.079
16 H -0.78 -2.88 -1.60  C12 1.078
17 H 1.34 -1.76 -1.13  C13 1.084
18 H 1.24 -0.46 1.05  C14 1.090
19 H 2.00 -2.01 1.30  C14 1.090
20 H 0.31 -1.77 1.78  C14 1.088